1 | The following is a quantum chemistry calculation of 5 unconnected molecules or ions with the total composition CH12N2O4, from the Open Molecules 2025 dataset.

Each line ends with the Mulliken charge.
Cartesian coordinates (Å):
N (0.29, 0.02, -1.30)  -0.23
C (-0.08, 1.24, -1.75)  0.08
N (-1.22, 1.78, -1.47)  -0.69
H (-0.37, -0.63, -0.92)  0.11
H (1.20, -0.32, -1.54)  0.23
H (0.72, 1.79, -2.25)  0.33
H (-1.26, 2.67, -1.94)  0.20
H (1.49, 0.55, 2.46)  0.32
H (0.37, -0.04, 1.65)  0.37
O (1.21, -0.28, 2.07)  -0.70
H (-2.73, -2.63, 0.24)  0.31
H (-1.75, -1.52, 0.60)  0.36
O (-1.83, -2.33, 0.08)  -0.65
H (-1.79, 0.93, 0.42)  0.35
H (-2.11, 0.85, 1.91)  0.29
O (-1.75, 0.32, 1.18)  -0.70
H (3.85, -1.25, 0.09)  0.30
H (2.70, -0.40, 0.63)  0.35
O (3.06, -0.77, -0.19)  -0.63

Computed properties:
Orbital gap ... 9.80 eV
HOMO level ... -9.25 eV

---

2 | The following is a quantum chemistry calculation of 5 unconnected molecules or ions with the total composition CH12N2O4, from the Open Molecules 2025 dataset.

Each line ends with the Mulliken charge.
Cartesian coordinates (Å):
N (1.03, -0.59, -1.59)  -0.49
C (0.77, -1.87, -2.23)  0.02
N (1.18, -2.09, -3.49)  -0.58
H (0.97, 0.18, -2.40)  0.28
H (0.23, -0.42, -0.91)  0.26
H (0.57, -2.66, -1.46)  0.30
H (1.20, -3.06, -3.78)  0.19
H (2.57, 1.00, 2.65)  0.34
H (1.26, 0.86, 2.21)  0.28
O (1.95, 0.25, 2.27)  -0.62
H (-5.14, -0.84, 4.86)  0.32
H (-6.14, -0.19, 3.82)  0.33
O (-5.96, -0.34, 4.81)  -0.65
H (0.96, -0.70, -4.99)  0.39
H (1.58, -0.60, -6.28)  0.30
O (0.90, -0.12, -5.78)  -0.68
H (0.26, 4.54, 3.89)  0.34
H (0.21, 3.00, 4.69)  0.33
O (0.79, 3.82, 4.53)  -0.68

Computed properties:
Orbital gap ... 10.34 eV
HOMO level ... -10.14 eV

---

Energies relative to the most stable structure, in eV: 1 0.000; 2 2.587.

---

1 | The following is a quantum chemistry calculation of 2 unconnected molecules or ions with the total composition C2H7N3O2, from the Open Molecules 2025 dataset.

Each line ends with the Mulliken charge.
Cartesian coordinates (Å):
O (-2.55, -0.11, 0.38)  -0.77
C (-2.44, -0.54, 1.56)  0.13
O (-1.40, -0.73, 2.20)  -0.76
H (-3.40, -0.73, 2.08)  0.38
N (0.76, 0.63, -1.88)  -0.48
C (1.00, 0.22, -0.60)  0.70
N (0.02, -0.02, 0.19)  -0.15
N (2.31, 0.07, -0.27)  -0.44
H (-0.20, 0.56, -2.18)  0.25
H (1.44, 0.35, -2.58)  0.23
H (-1.04, 0.12, -0.05)  0.20
H (0.00, -0.29, 1.19)  0.23
H (2.95, 0.67, -0.72)  0.23
H (2.54, -0.19, 0.68)  0.24

Computed properties:
Orbital gap ... 8.99 eV
HOMO level ... -8.80 eV

---

2 | The following is a quantum chemistry calculation of a single C2H7N3O2 molecule, from the Open Molecules 2025 dataset.

Each line ends with the Mulliken charge.
Cartesian coordinates (Å):
C (0.73, -1.41, -0.45)  -0.46
C (-1.16, 0.48, -1.12)  -0.20
N (0.67, -0.37, 0.41)  0.41
N (1.54, -0.21, 1.47)  -0.75
O (-1.74, 1.71, -1.13)  -0.50
N (-0.35, 0.45, 0.38)  0.50
O (-0.40, 1.44, 1.19)  -0.88
H (-1.75, 2.04, -0.20)  0.36
H (1.13, 0.49, 2.10)  0.33
H (1.70, -1.09, 1.95)  0.23
H (1.28, -2.28, -0.11)  0.23
H (0.67, -1.29, -1.51)  0.17
H (-0.47, 0.37, -1.97)  0.24
H (-1.86, -0.34, -1.01)  0.33

Computed properties:
Orbital gap (alpha / beta) ... 7.87 / 7.90 eV
HOMO level (alpha / beta) ... -7.40 / -7.31 eV

---

3 | The following is a quantum chemistry calculation of a single C2H7N3O2 molecule, from the Open Molecules 2025 dataset.

Each line ends with the Mulliken charge.
Cartesian coordinates (Å):
C (1.08, -1.22, -0.06)  -0.65
C (-1.42, -0.08, 0.31)  -0.71
N (1.03, 0.58, 0.14)  -0.44
N (-0.22, 0.34, -0.44)  0.72
O (0.79, 1.32, 1.34)  -0.42
N (-0.51, 1.33, -1.42)  -0.27
O (-0.66, 0.92, -2.54)  -0.34
H (1.51, 1.96, 1.36)  0.36
H (-2.20, -0.34, -0.40)  0.28
H (0.48, -1.83, -0.73)  0.27
H (1.00, -1.57, 0.97)  0.32
H (2.10, -1.21, -0.42)  0.32
H (-1.24, -0.93, 0.96)  0.27
H (-1.75, 0.74, 0.94)  0.30

Computed properties:
Orbital gap (alpha / beta) ... 8.41 / 8.41 eV
HOMO level (alpha / beta) ... -8.28 / -8.28 eV

---

Energies relative to the most stable structure, in eV: 1 0.000; 2 6.586; 3 8.787.

---

1 | The following is a quantum chemistry calculation of 15 unconnected molecules or ions with the total composition C5H36O14, from the Open Molecules 2025 dataset.

Each line ends with the Mulliken charge.
Cartesian coordinates (Å):
C (-1.76, -1.75, 0.29)  -1.24
C (-1.41, -0.29, 0.80)  1.71
C (-0.98, -0.12, 2.07)  -0.84
C (-0.80, 1.25, 2.45)  -0.57
C (0.09, 1.88, 1.67)  -0.55
H (-2.67, -2.09, 0.73)  0.43
H (-1.06, -2.58, 0.40)  -0.21
H (-2.03, -1.61, -0.87)  0.32
H (-1.44, 0.56, 0.10)  -0.63
H (-1.02, -0.86, 2.86)  0.64
H (-1.41, 1.79, 3.15)  0.51
H (0.32, 2.88, 1.66)  0.57
H (0.75, 1.25, 1.05)  -0.13
H (3.40, -2.79, 1.10)  0.39
H (3.11, -2.71, -0.51)  0.38
O (3.71, -2.44, 0.19)  -0.75
H (-2.06, 2.14, 0.16)  -0.01
H (-1.10, 3.29, -0.03)  0.42
O (-1.91, 3.02, 0.52)  -0.67
H (-0.29, -3.99, -0.06)  0.40
H (1.14, -3.33, -0.35)  0.37
O (0.71, -4.20, -0.10)  -0.66
H (0.64, 3.40, -1.73)  0.24
H (1.08, 2.21, -0.84)  0.48
O (0.24, 2.63, -1.28)  -0.81
H (-0.70, 1.64, -2.17)  0.37
H (-2.13, 0.94, -2.66)  0.21
O (-1.23, 0.99, -2.63)  -0.61
H (-3.54, -1.08, 3.68)  0.31
H (-2.06, -1.21, 4.38)  0.38
O (-2.85, -1.70, 3.96)  -0.62
H (-3.93, 1.36, -0.57)  0.36
H (-4.06, 2.36, -1.66)  0.32
O (-3.98, 1.39, -1.56)  -0.68
H (-3.31, 0.79, 2.45)  0.24
H (-3.14, 2.07, 1.56)  0.42
O (-3.65, 1.28, 1.72)  -0.61
H (2.33, -2.80, 3.32)  0.31
H (1.61, -3.67, 2.37)  0.31
O (2.43, -3.36, 2.56)  -0.64
H (0.75, -0.88, -4.28)  0.21
H (0.00, 0.01, -3.38)  0.33
O (0.65, -0.53, -3.55)  -0.39
H (2.56, -2.22, -2.20)  0.33
H (1.32, -1.35, -1.54)  0.33
O (1.70, -2.30, -1.65)  -0.76
H (2.92, -0.95, 0.77)  0.44
H (4.14, 0.07, 0.79)  0.30
O (3.14, 0.03, 0.91)  -0.75
H (3.14, 1.85, -1.73)  0.25
H (2.95, 1.30, -0.22)  0.38
O (2.56, 1.80, -0.91)  -0.54
H (2.75, 1.46, -3.88)  0.36
H (1.69, 2.72, -3.64)  0.32
O (2.67, 2.45, -3.65)  -0.69

Computed properties:
Orbital gap ... 8.79 eV
HOMO level ... -8.77 eV

---

2 | The following is a quantum chemistry calculation of 14 unconnected molecules or ions with the total composition C5H36O14, from the Open Molecules 2025 dataset.

Each line ends with the Mulliken charge.
Cartesian coordinates (Å):
O (3.22, 1.09, -2.67)  -0.52
C (2.90, -0.08, -2.62)  -0.09
C (3.19, -0.90, -1.36)  -0.65
C (1.89, -1.63, -0.95)  0.64
C (2.18, -2.46, 0.26)  -1.42
C (0.84, -0.56, -0.52)  -0.58
H (2.48, -0.63, -3.45)  0.36
H (4.11, -1.44, -1.43)  0.59
H (3.37, -0.18, -0.58)  0.09
H (1.60, -2.15, -1.88)  0.25
H (2.70, -3.44, 0.13)  0.38
H (1.27, -2.70, 0.84)  0.32
H (2.74, -1.83, 1.08)  0.26
H (0.47, 0.09, -1.30)  0.44
H (-0.02, -1.06, -0.08)  0.12
H (1.26, 0.02, 0.31)  -0.09
H (1.53, 2.45, 1.42)  0.27
H (3.04, 2.57, 1.47)  0.29
O (2.28, 2.75, 0.89)  -0.57
H (-3.07, 1.76, -2.11)  0.29
H (-3.16, 0.41, -1.53)  0.41
O (-3.35, 1.35, -1.28)  -0.68
H (-2.84, -2.08, 1.66)  0.37
H (-2.35, -2.47, 0.22)  0.35
O (-3.03, -1.99, 0.71)  -0.62
H (-1.42, -3.82, -1.95)  0.29
H (-0.46, -3.53, -1.01)  0.24
O (-1.39, -3.26, -1.16)  -0.68
H (-2.21, 1.92, 3.69)  0.26
H (-2.31, 1.24, 2.33)  0.51
O (-1.86, 1.16, 3.22)  -0.74
H (-1.99, -2.09, 3.98)  0.26
H (-2.60, -0.78, 3.39)  0.33
O (-2.00, -1.51, 3.21)  -0.65
H (1.48, 3.41, -2.67)  0.30
H (2.72, 3.25, -1.76)  0.32
O (1.93, 3.79, -1.91)  -0.65
H (0.22, 4.80, 0.46)  0.29
H (0.63, 3.76, -0.63)  0.37
O (-0.12, 4.16, -0.16)  -0.62
H (-1.32, -0.98, -4.53)  0.31
H (-0.86, -1.07, -3.08)  0.32
O (-0.59, -1.30, -3.98)  -0.61
H (-3.23, 2.84, 1.01)  0.30
H (-3.64, 1.56, 0.54)  0.41
O (-3.52, 2.00, 1.40)  -0.70
H (3.36, -0.09, 3.29)  0.25
H (2.31, 0.38, 2.24)  0.27
O (3.22, 0.07, 2.35)  -0.58
H (0.16, 1.19, 3.12)  0.34
H (0.03, -0.29, 3.25)  0.28
O (0.73, 0.39, 3.26)  -0.62
H (-2.78, -1.68, -1.57)  0.34
H (-4.27, -1.20, -1.51)  0.33
O (-3.47, -1.20, -2.05)  -0.71

Computed properties:
Orbital gap ... 9.73 eV
HOMO level ... -9.67 eV

---

Energies relative to the most stable structure, in eV: 1 4.782; 2 0.000.

---

1 | The following is a quantum chemistry calculation of 2 unconnected molecules or ions with the total composition C4H8NOP, from the Open Molecules 2025 dataset.

Each line ends with the Mulliken charge.
Cartesian coordinates (Å):
C (-0.11, -1.56, 0.52)  -0.26
C (0.67, -1.43, -0.53)  -0.42
C (-0.34, -0.40, 1.46)  -0.44
C (0.51, 0.76, 1.04)  -0.58
N (-1.47, 1.33, -1.53)  -0.61
O (2.27, 0.98, -1.25)  -0.63
P (1.12, 0.38, -0.60)  0.56
H (-0.62, -2.51, 0.65)  0.38
H (0.80, -1.86, -1.57)  0.33
H (-1.51, -0.19, 1.35)  0.26
H (-0.01, -0.77, 2.48)  0.30
H (0.17, 1.82, 0.79)  0.33
H (1.39, 0.87, 1.62)  0.40
H (-1.73, 0.60, -2.19)  0.17
H (-1.14, 1.98, -2.25)  0.20

Computed properties:
Orbital gap (alpha / beta) ... 9.16 / 7.06 eV
HOMO level (alpha / beta) ... -9.43 / -7.44 eV

---

2 | The following is a quantum chemistry calculation of a single C4H8NOP molecule, from the Open Molecules 2025 dataset.

Each line ends with the Mulliken charge.
Cartesian coordinates (Å):
C (-0.11, 0.26, 0.23)  0.45
C (0.10, -0.06, 1.68)  -1.02
C (2.26, -0.10, -0.48)  -1.21
C (0.77, 0.16, -0.77)  -0.09
N (-3.66, -0.05, -0.82)  -0.52
O (-1.41, 0.49, 0.04)  -0.23
P (-2.11, -0.12, -1.26)  0.23
H (-0.63, 0.58, 2.23)  0.32
H (-0.31, -1.11, 1.94)  0.22
H (1.10, 0.11, 1.96)  0.35
H (2.54, 0.69, 0.33)  0.29
H (2.91, 0.18, -1.32)  0.35
H (2.33, -1.12, -0.26)  0.28
H (0.44, 0.07, -1.81)  0.34
H (-4.20, 0.01, -1.70)  0.24

Computed properties:
Orbital gap ... 8.92 eV
HOMO level ... -9.05 eV

---

Energies relative to the most stable structure, in eV: 1 2.082; 2 0.000.

---

1 | The following is a quantum chemistry calculation of 9 unconnected molecules or ions with the total composition C5H30N2O8, from the Open Molecules 2025 dataset.

Each line ends with the Mulliken charge.
Cartesian coordinates (Å):
C (0.06, -1.82, 1.89)  -1.38
N (-0.51, -0.78, 1.00)  0.47
C (-0.75, -1.27, -0.38)  0.18
C (-1.22, -0.12, -1.29)  -0.87
C (-0.08, 0.85, -1.63)  -0.18
N (0.00, 1.95, -0.66)  -0.66
C (-1.71, -2.51, -0.42)  -1.54
H (0.54, -2.56, 1.27)  0.50
H (0.89, -1.36, 2.39)  0.35
H (-0.69, -2.28, 2.54)  0.32
H (-1.36, -0.35, 1.40)  0.15
H (0.20, -1.81, -0.60)  0.16
H (-1.54, -0.69, -2.18)  0.39
H (-2.07, 0.35, -0.83)  0.32
H (0.86, 0.39, -1.85)  0.13
H (-0.35, 1.32, -2.58)  0.38
H (0.98, 2.03, -0.36)  0.32
H (-0.16, 1.72, 0.33)  0.24
H (-1.39, -3.29, -1.15)  0.33
H (-2.70, -2.10, -0.40)  0.41
H (-1.43, -3.13, 0.44)  0.40
H (3.53, -1.35, -2.33)  0.32
H (2.55, -1.18, -1.09)  0.28
O (2.86, -1.79, -1.77)  -0.63
H (2.65, 1.61, 0.49)  0.32
H (1.88, 0.32, 0.30)  0.23
O (2.73, 0.74, 0.10)  -0.67
H (0.07, 0.86, 2.48)  0.22
H (-0.98, 2.04, 3.02)  0.25
O (-0.09, 1.76, 2.78)  -0.65
H (-3.64, 0.47, 3.73)  0.33
H (-2.66, -0.74, 3.64)  0.29
O (-3.35, -0.26, 3.18)  -0.65
H (-3.27, 3.11, 2.01)  0.26
H (-3.59, 1.62, 2.26)  0.32
O (-2.95, 2.31, 2.43)  -0.56
H (1.06, 2.98, 2.16)  0.32
H (1.78, 3.93, 1.14)  0.29
O (1.77, 3.04, 1.50)  -0.64
H (-0.41, -1.73, -5.04)  0.30
H (0.72, -2.48, -4.33)  0.31
O (-0.22, -2.29, -4.29)  -0.61
H (3.90, 1.11, -2.33)  0.33
H (3.78, 0.41, -3.79)  0.30
O (4.30, 0.96, -3.20)  -0.66

Computed properties:
Orbital gap ... 8.69 eV
HOMO level ... -8.61 eV

---

2 | The following is a quantum chemistry calculation of 9 unconnected molecules or ions with the total composition C5H30N2O8, from the Open Molecules 2025 dataset.

Each line ends with the Mulliken charge.
Cartesian coordinates (Å):
C (-0.71, -2.12, -2.21)  -0.94
C (-0.11, -0.71, -2.37)  -0.61
C (-0.89, 0.23, -1.45)  0.94
C (-0.44, 1.69, -1.82)  -1.01
C (1.03, 2.11, -1.96)  -0.75
N (1.75, 1.87, -0.69)  -0.46
N (-0.63, -2.67, -0.85)  -0.33
H (-1.74, -2.15, -2.64)  0.31
H (-0.01, -2.78, -2.74)  0.43
H (-0.22, -0.49, -3.42)  0.45
H (0.94, -0.64, -2.18)  0.38
H (-0.72, 0.04, -0.38)  -0.78
H (-1.98, 0.35, -1.64)  0.30
H (-1.03, 1.96, -2.71)  0.43
H (-0.76, 2.41, -1.03)  0.30
H (1.48, 1.65, -2.87)  0.32
H (1.22, 3.21, -2.18)  0.36
H (1.42, 1.06, -0.15)  0.19
H (2.71, 1.71, -0.96)  0.27
H (-0.49, -3.67, -0.86)  0.23
H (-1.36, -2.37, -0.23)  0.17
H (-0.74, -0.42, 1.33)  0.14
H (0.77, -0.39, 1.56)  0.31
O (-0.02, 0.18, 1.59)  -0.49
H (-3.11, -2.48, 1.68)  0.33
H (-2.67, -1.16, 1.04)  0.31
O (-2.46, -2.11, 1.07)  -0.70
H (0.75, -2.02, 0.48)  0.59
H (1.03, -2.81, 1.89)  0.22
O (1.34, -2.17, 1.25)  -0.80
H (-1.17, 1.82, 2.98)  0.28
H (-1.40, 2.98, 2.01)  0.43
O (-1.87, 2.36, 2.60)  -0.76
H (2.71, -0.09, 2.86)  0.31
H (2.20, -0.78, 1.68)  0.32
O (2.93, -0.14, 1.92)  -0.62
H (-3.99, 0.73, 0.70)  0.24
H (-2.74, 1.38, 1.55)  0.38
O (-3.08, 0.64, 1.00)  -0.60
H (3.07, -2.71, 1.24)  0.38
H (4.39, -1.97, 1.13)  0.30
O (3.99, -2.73, 1.56)  -0.65
H (0.58, 3.03, 0.55)  0.33
H (0.08, 4.51, 0.66)  0.28
O (-0.04, 3.62, 1.01)  -0.70

Computed properties:
Orbital gap ... 9.78 eV
HOMO level ... -9.47 eV

---

Energies relative to the most stable structure, in eV: 1 1.260; 2 0.000.

---

1 | The following is a quantum chemistry calculation of 2 unconnected molecules or ions with the total composition HNO4S, from the Open Molecules 2025 dataset.

Each line ends with the Mulliken charge.
Cartesian coordinates (Å):
N (0.19, 1.36, -0.37)  0.64
O (-0.86, -1.88, -0.65)  -0.36
O (-0.07, -1.41, 1.63)  -0.37
O (1.00, 0.47, -0.38)  -0.47
O (-0.23, 2.03, -1.23)  -0.44
S (0.08, -2.15, 0.40)  0.73
H (-0.11, 1.58, 0.60)  0.27

Computed properties:
Orbital gap ... 10.74 eV
HOMO level ... -11.87 eV

---

2 | The following is a quantum chemistry calculation of 2 unconnected molecules or ions with the total composition HNO4S, from the Open Molecules 2025 dataset.

Each line ends with the Mulliken charge.
Cartesian coordinates (Å):
N (-0.54, 0.78, -0.02)  0.75
O (2.82, 0.65, 0.90)  -0.41
O (1.39, -0.86, -0.30)  -0.54
O (0.28, 1.55, -0.40)  -0.53
O (-1.68, 1.01, -0.01)  -0.50
S (2.29, 0.25, -0.41)  0.82
H (-0.23, -0.28, 0.22)  0.39

Computed properties:
Orbital gap ... 10.62 eV
HOMO level ... -11.74 eV

---

Energies relative to the most stable structure, in eV: 1 0.000; 2 0.246.